(1)
This record from the OMol25 dataset describes C43H38BrN5O2PbSSb as an isolated structure. The level of theory is ωB97M-V/def2-TZVPD.

```
! wB97M-V def2-TZVPD RIJCOSX def2/J DEFGRID3
* xyz 1 1
H -20.146 -18.414 7.305
C -12.902 -18.149 11.522
H -10.730 -16.402 8.507
H -21.653 -15.893 11.291
H -19.526 -15.302 10.212
C -11.480 -14.333 10.855
H -16.096 -21.026 4.427
H -15.555 -14.116 7.629
C -14.666 -16.547 4.446
C -11.128 -10.459 5.085
C -13.858 -17.233 3.542
H -19.862 -14.129 7.532
N -11.622 -15.244 9.916
H -13.185 -13.451 7.979
C -10.260 -13.838 11.259
C -12.028 -11.379 7.116
N -13.078 -18.068 10.206
C -11.247 -11.697 4.462
C -12.747 -18.820 7.946
H -10.927 -11.812 3.443
C -16.394 -20.246 6.406
C -8.093 -15.887 8.876
C -20.125 -16.106 9.797
C -10.545 -15.695 9.304
H -13.378 -17.378 12.113
H -11.415 -9.350 6.912
H -23.025 -17.755 10.411
C -17.440 -17.993 5.185
C -11.521 -20.077 11.257
H -15.981 -21.118 6.907
C -14.921 -16.156 1.696
H -13.125 -17.911 3.947
H -17.030 -18.981 3.342
C -12.502 -18.960 9.384
H -10.926 -20.881 11.675
Br -13.094 -13.670 11.617
C -21.325 -16.441 10.422
C -17.704 -14.328 7.613
C -11.516 -10.308 6.408
C -17.335 -18.026 6.572
O -15.175 -16.091 6.742
C -16.821 -19.170 7.182
C -21.677 -18.188 8.796
C -22.092 -17.491 9.922
H -12.057 -19.231 13.158
H -15.568 -11.695 7.435
H -8.159 -14.002 10.922
Sb -17.764 -16.432 7.912
H -10.717 -9.625 4.540
O -16.472 -14.959 4.719
N -13.455 -17.837 7.537
C -12.151 -19.153 12.088
C -18.896 -12.227 7.442
C -19.708 -16.798 8.663
Pb -14.152 -16.144 9.098
H -22.264 -18.999 8.399
H -8.120 -15.608 7.824
C -9.132 -14.349 10.629
C -16.982 -19.065 4.416
C -15.620 -15.646 3.931
H -16.478 -14.747 2.205
C -16.453 -20.194 5.019
C -13.966 -17.054 2.180
H -10.186 -13.096 12.036
C -9.251 -15.300 9.620
H -12.302 -19.512 7.238
C -18.906 -13.621 7.543
C -16.511 -12.220 7.491
H -13.131 -14.370 6.601
C -20.477 -17.853 8.172
H -19.835 -11.699 7.373
C -11.762 -12.785 5.160
H -8.096 -16.971 8.918
H -15.028 -16.004 0.629
H -11.258 -20.671 9.187
S -16.582 -16.926 9.857
H -17.854 -17.129 4.665
C -12.140 -12.628 6.498
H -17.685 -10.437 7.319
C -11.703 -19.983 9.888
H -7.159 -15.518 9.287
C -17.703 -11.515 7.406
N -12.603 -13.754 7.215
H -11.839 -13.766 4.693
H -13.313 -17.570 1.506
C -16.503 -13.606 7.615
C -15.737 -15.452 2.562
C -14.503 -16.804 5.883
N -13.602 -17.725 6.194
H -16.718 -19.215 8.256
H -12.313 -11.263 8.144
H -16.144 -15.048 5.633
*
```

Calculated values
Energy above the lowest of the compared OMol25 structures with the same formula, charge and spin ... 0.659 eV
E ... -149411.89969 eV
Frontier orbital gap ... 6.9 eV
Lowest unoccupied orbital energy ... -3.2 eV

(2)
This record from the OMol25 dataset describes C43H38CrN4O4P2S3 as an isolated structure. The level of theory is ωB97M-V/def2-TZVPD.

```
! wB97M-V def2-TZVPD RIJCOSX def2/J DEFGRID3
* xyz -1 4
H 2.034 -3.249 -1.870
H 4.106 4.088 -2.241
O -3.119 0.972 1.349
H -6.905 -3.220 2.590
H 3.104 -2.134 2.922
H 1.289 -3.351 4.258
H -0.077 1.107 -7.596
H -1.704 2.285 -6.244
Cr -1.930 0.756 -0.119
H -6.469 -4.165 0.310
C -1.721 6.297 1.227
C 1.657 -2.361 4.560
C -1.101 1.524 -5.757
N -1.480 1.676 3.614
C 0.647 -0.108 -5.975
O -0.475 1.706 0.656
C 3.470 -1.239 0.008
C 1.013 -4.051 1.239
C -5.074 -2.655 -0.222
C -2.876 5.111 -0.515
C -1.160 3.980 0.753
H 0.059 -3.220 -2.739
H 3.044 -5.465 -1.708
C 2.243 -0.771 0.483
N 0.577 -1.334 -1.786
H 3.767 -2.921 4.383
C 2.020 3.749 -1.917
C 2.267 0.358 1.318
C 2.374 -5.822 0.310
C 0.655 -1.353 4.045
N -0.837 -0.398 2.661
C 4.654 0.561 1.100
C 1.632 -5.290 1.351
H -1.756 2.076 4.494
C 0.568 -0.355 -4.605
H 3.447 -1.169 4.364
H 1.237 -1.036 -4.120
H -1.886 1.821 -3.778
C 2.590 1.060 -2.148
C 3.331 3.351 -2.164
C -0.433 -2.371 -2.267
C -2.150 3.937 -0.247
C 4.659 -0.578 0.299
H -0.218 5.175 2.243
S -2.628 2.586 -1.251
O 0.779 3.110 1.835
N 0.016 -1.447 2.931
H 1.513 -5.854 2.275
C -0.791 0.512 3.601
H 5.598 -0.969 -0.084
C -4.058 0.353 2.001
P 0.608 -1.537 0.000
C 2.482 -5.090 -0.868
C 3.449 1.017 1.612
O -4.455 0.766 3.083
H -5.681 -1.122 3.244
H 2.815 0.014 -2.225
C -5.980 -3.259 0.640
S 0.262 0.114 4.919
C 3.095 -2.139 4.018
H -3.267 7.139 -0.035
H -3.626 5.083 -1.297
C 3.616 1.997 -2.229
H 2.885 -6.766 0.431
C -0.164 0.870 -6.542
H -1.092 -1.939 -3.004
C -0.191 2.871 1.133
H 3.425 1.927 2.175
C -2.660 6.264 0.201
H -4.889 -3.059 -1.201
H 1.335 0.778 1.687
C 1.166 -3.293 0.080
H -1.080 -2.698 -1.435
C 0.994 2.807 -1.823
H 1.654 -2.339 5.660
H -0.013 3.163 -1.671
C -0.991 5.164 1.486
S -3.341 -0.797 -1.122
H -1.551 7.187 1.814
H -2.197 1.680 2.885
P -0.155 0.248 -1.969
H 3.514 -2.105 -0.627
C -1.211 1.245 -4.398
H 1.361 -0.649 -6.563
H 4.629 1.652 -2.353
H 5.563 1.093 1.312
C -5.537 -1.561 2.266
H 0.453 -3.615 2.050
C -4.651 -0.920 1.400
C 1.266 1.455 -1.963
C -4.400 -1.462 0.116
C -6.214 -2.724 1.906
C -0.353 0.332 -3.807
H 1.739 4.794 -1.837
C 1.886 -3.851 -0.983
*
```

Calculated values
Expectation value of S² ... 3.81
Energy above the lowest of the compared OMol25 structures with the same formula, charge and spin ... 0.000 eV
E ... -138869.47519 eV
Frontier orbital gap (alpha / beta) ... 7.2 / 7.4 eV
Lowest unoccupied orbital energy (alpha / beta) ... 2.4 / 2.4 eV

(3)
This record from the OMol25 dataset describes C43H38N7RuSe3 as an isolated structure. The level of theory is ωB97M-V/def2-TZVPD.

```
! wB97M-V def2-TZVPD RIJCOSX def2/J DEFGRID3
* xyz 0 2
C -3.889 -3.440 3.399
C 3.659 -0.863 5.591
C 3.319 -1.150 -3.790
H 2.179 3.342 -3.239
H -1.472 1.077 -2.220
C -1.041 -0.638 -0.973
H 0.225 0.932 -1.780
Ru 0.871 -0.386 1.566
H -6.736 2.241 -2.004
N 1.606 7.054 1.425
H -4.525 3.354 -1.993
H 1.938 -1.052 -1.175
C -5.639 1.241 1.039
C 2.801 1.287 -3.341
H -2.794 -0.785 -3.049
C 3.235 0.458 5.399
N -1.622 -2.941 1.873
C -1.950 -1.446 -3.194
H -1.986 -4.726 0.932
C 5.144 0.050 0.493
H -2.759 -1.748 -0.198
N 2.765 -0.243 0.523
C 1.131 4.506 1.328
C 0.167 2.523 2.219
C 2.460 0.727 4.295
C -6.081 2.137 -1.149
C 0.107 -2.393 -2.463
H 0.889 -2.523 -1.729
C -0.958 -1.530 -2.217
H 4.688 -2.395 -2.853
C 1.985 2.358 -3.653
C -0.093 -1.090 0.126
H 3.661 1.406 -2.697
H -2.665 -2.096 -5.100
H -0.116 0.937 -5.646
C -6.477 1.378 -0.057
N 1.465 -0.042 -4.786
Se -3.267 1.722 2.575
C -3.149 -2.296 3.595
H 1.029 -3.798 -3.788
H -0.088 4.452 3.108
C -2.458 -0.718 -0.369
C -4.397 1.877 1.062
H -3.432 -1.562 4.336
C 5.232 -0.527 -0.759
C 3.292 -1.839 4.697
H -4.024 -5.262 2.238
H 2.247 4.188 -0.494
H 3.588 -2.870 4.829
H 3.322 -1.772 -4.677
C -2.343 -4.050 1.701
H 6.027 0.385 1.018
H -2.488 -0.179 0.576
C 2.862 -0.742 -0.716
C 4.055 -1.521 -2.743
C 2.494 0.070 -3.942
Se -1.033 -0.481 3.124
H 6.190 -0.666 -1.243
C -4.006 2.633 -0.046
C 0.731 1.045 -4.980
C 1.403 2.386 0.289
H 2.100 1.731 4.092
H 3.817 0.619 2.073
C 2.498 -1.491 3.594
Se 1.800 -2.633 2.276
C -1.878 -2.186 -4.363
H -5.937 0.636 1.884
H -0.750 -3.617 -5.501
N 0.690 1.763 1.244
C 0.184 -3.139 -3.631
C 1.656 3.741 0.291
C 4.058 -0.897 -1.403
H 0.002 -2.182 0.075
H -3.171 -0.247 -1.044
C -4.841 2.763 -1.142
C -0.792 0.808 -1.410
C -3.478 -4.350 2.428
C -2.016 -2.090 2.801
N 2.118 -0.212 3.406
H -0.962 1.486 -0.575
C 0.360 3.892 2.302
H -7.441 0.885 -0.061
C 3.903 0.182 1.094
H 1.765 1.768 -0.518
N 0.934 2.251 -4.461
H 4.264 -1.116 6.451
H -3.039 3.119 -0.035
C 1.390 5.927 1.382
C -0.807 -3.038 -4.590
H -0.431 2.014 2.960
H -4.774 -3.626 3.994
H 3.493 1.244 6.091
*
```

Calculated values
Expectation value of S² ... 0.76
Energy above the lowest of the compared OMol25 structures with the same formula, charge and spin ... 0.130 eV
E ... -254258.19068 eV
Frontier orbital gap (alpha / beta) ... 6.0 / 5.7 eV
Lowest unoccupied orbital energy (alpha / beta) ... -0.7 / -1.2 eV

Question: E of number 3 (C43H38N7RuSe3)?
Answer: -254258.19068 eV

Question: energy above the lowest of the compared OMol25 structures with the same formula, charge and spin of number 3 (C43H38N7RuSe3)?
Answer: 0.130 eV

Question: Number 1 is which compound?
Answer: C43H38BrN5O2PbSSb